[1]
Density functional theory data (ωB97M-V/def2-TZVPD) for a molecular structure, C25H29LuN4PS3.

Output
Spin multiplicity: 1
Lowest unoccupied orbital energy in eV: -9.5
Total charge: +3
E_HOMO in eV: -16.65
E_tot in eV: -107750.655

Geometry as XYZ:
```
63
Properties=species:S:1:pos:R:3:mulliken_charge:R:1
H -5.181 2.576 2.051 0.3256
S -0.158 0.256 2.647 -0.2449
C 1.715 0.886 -2.206 -0.1900
C 0.977 -4.377 -2.856 -0.6825
H -1.039 -1.342 -1.240 0.4139
C 1.988 -1.959 -1.917 -0.1214
C 2.777 -2.790 -2.711 -0.7958
C 0.867 0.652 -3.291 -0.3613
C 1.853 2.205 -1.720 0.0340
H 0.419 4.752 1.837 0.3202
C 0.932 4.317 2.693 -0.5382
C 0.471 1.819 2.698 0.4492
H 2.643 3.896 1.419 0.2950
Lu 0.492 0.629 0.057 1.0324
C 4.353 -0.201 -1.538 0.3749
N -3.288 1.925 1.442 0.1593
H 2.565 2.408 -0.916 0.5117
H 8.149 0.015 -2.116 0.4363
S -1.471 2.247 -0.504 -0.3449
H 4.164 0.581 -3.547 0.4603
H -2.569 2.365 1.996 -0.0442
H 7.285 -0.837 0.031 0.4372
H -0.124 3.832 -3.933 0.4676
H -5.654 0.079 -0.833 0.3756
H 0.752 -0.353 -3.679 0.5595
H -4.810 -0.400 1.415 0.2651
C 0.691 -2.363 -1.595 0.4823
C 6.597 -0.523 -0.742 -0.8075
H -4.435 1.347 3.078 0.3715
C 0.378 3.012 -3.439 -0.5848
S -0.221 3.148 3.489 0.0135
C 4.841 0.277 -2.757 -0.0442
H 2.318 1.382 2.076 0.2678
N -3.912 1.202 -0.644 -0.1272
C -4.604 1.649 2.046 -0.5536
C 2.143 3.484 2.293 -0.6114
H -3.681 1.183 -1.625 0.2535
H -5.915 1.781 -0.438 0.3172
C -3.012 1.724 0.169 0.3571
H -0.428 -2.057 0.077 0.4487
C 0.181 -3.560 -2.062 -0.5884
N 1.620 2.123 1.992 -0.2392
C 1.192 3.260 -2.338 -0.7444
P 2.602 -0.402 -1.260 1.1017
H 1.190 5.103 3.398 0.4588
C 5.231 -0.599 -0.527 -0.4203
C -5.296 0.908 -0.226 -0.6009
H 6.598 0.728 -3.896 0.4448
C 7.082 -0.045 -1.953 -0.4659
H 2.890 -4.636 -3.788 0.4625
H 1.335 4.273 -1.985 0.4995
H 4.856 -0.979 0.416 0.3967
H -0.408 1.530 -4.771 0.5194
C 6.209 0.358 -2.957 -0.8000
H 0.583 -5.317 -3.216 0.4350
N -0.161 -1.500 -0.740 -0.3922
H -0.827 -3.865 -1.807 0.4827
C 0.216 1.717 -3.908 -0.7336
C 2.271 -3.994 -3.176 -0.8560
C -5.301 0.561 1.252 -0.5592
H 2.857 3.403 3.112 0.3714
H 3.790 -2.498 -2.957 0.4787
H -6.329 0.462 1.597 0.3714
```

---

[2]
Density functional theory data (ωB97M-V/def2-TZVPD) for a gas-phase ion, C25H29N2OS (charge +1).

Output
Spin multiplicity: 1
Lowest unoccupied orbital energy in eV: -2.4
Total charge: +1
E_HOMO in eV: -9.78
E_tot in eV: -42252.705

Geometry as XYZ:
```
58
Properties=species:S:1:pos:R:3:mulliken_charge:R:1
C 1.560 -2.473 -4.061 1.1839
H 2.166 -0.082 -1.688 0.8621
C 2.168 -1.645 -3.116 -0.2209
C 2.370 -3.288 -4.853 -0.7919
H -2.516 2.382 -3.987 0.4342
H 0.297 -0.083 4.796 0.3468
H -0.872 3.619 5.191 0.3705
H -3.214 3.290 5.684 0.3925
C -1.715 1.745 -3.642 -0.6663
C 0.333 0.094 -2.729 -0.2041
C -1.928 0.386 -3.515 -0.6327
H 4.027 -1.027 -2.266 0.4010
C -0.472 2.296 -3.352 0.4723
H 1.501 1.879 -2.645 0.4167
H 1.901 -3.929 -5.585 0.4062
H -2.883 -0.050 -3.765 0.4787
C 1.426 -0.766 -2.127 -0.2160
H -0.198 1.588 1.971 0.3856
H -2.419 -0.127 6.219 0.4061
H 0.812 0.916 -0.145 0.3887
H 4.339 -3.934 -5.363 0.4053
C 3.557 -1.663 -3.002 -0.7985
N -1.788 1.748 5.516 0.1870
C 0.534 1.459 -2.888 -0.3239
H -0.131 -1.826 -5.189 0.3924
O -1.446 0.031 3.684 -0.4826
C 4.346 -2.468 -3.798 -0.7942
H -1.380 -2.451 2.719 0.4361
H -0.347 -3.141 0.603 0.3825
C -3.010 2.307 6.106 -0.8985
H -1.097 4.342 -3.268 0.4027
H -0.871 0.417 6.906 0.3191
S -1.130 -2.201 -3.073 -0.2634
C -0.218 0.548 1.674 -0.6959
C -0.305 -2.107 0.909 -0.8641
C 3.744 -3.292 -4.733 -0.6239
C -0.651 2.667 5.669 -0.8933
C -0.838 -0.391 2.481 0.3137
C -1.478 0.380 6.002 -0.7527
C 0.354 0.166 0.478 -0.4881
H -0.822 -1.441 5.020 0.4264
H 0.715 -2.563 -1.329 0.3396
H 5.419 -2.455 -3.688 0.4133
C 0.093 -2.536 -4.387 -1.2125
H 0.631 4.094 -2.965 0.3638
N 0.944 -1.619 -1.054 -0.0853
C -0.223 3.759 -3.548 -1.5317
C -0.765 -0.359 4.862 -0.4070
H -0.159 -3.537 -4.740 0.5485
H -0.013 3.959 -4.599 0.3078
H 0.240 2.246 5.209 0.3108
H -0.457 2.842 6.727 0.3905
H -2.889 2.406 7.184 0.3874
C -0.903 -0.435 -3.076 0.6877
H -3.860 1.659 5.901 0.3384
C 0.334 -1.175 0.074 0.6562
C -0.882 -1.724 2.095 -0.4669
H -1.932 1.562 4.493 0.3597
```

---

[3]
Density functional theory data (ωB97M-V/def2-TZVPD) for 2 unconnected molecules or ions with the total composition C25H29N3O3 in a non-equilibrium geometry.

Output
Spin multiplicity: 1
Lowest unoccupied orbital energy in eV: 0.4
Total charge: 0
E_HOMO in eV: -8.19
E_tot in eV: -37009.883

Geometry as XYZ:
```
60
Properties=species:S:1:pos:R:3:mulliken_charge:R:1
C 0.266 -1.685 -0.851 -0.3171
C -4.438 -5.600 0.040 -0.6540
C -1.367 -3.607 -0.934 0.1662
H 2.328 4.338 1.058 0.2247
C 0.090 3.266 1.623 0.0744
N 1.017 -3.921 -1.159 -0.0399
H 3.316 -2.496 -0.348 0.3552
H -0.475 5.858 3.154 0.2339
H -0.128 -6.497 -0.543 0.3007
H 0.267 -6.201 -2.251 0.4882
C -0.638 5.076 3.894 -0.9772
C 3.903 1.259 0.293 -0.8578
C 2.626 1.395 0.865 -0.0809
H 3.144 -2.404 -2.117 0.3981
H -0.582 2.091 -0.055 0.5341
H 0.436 -0.620 -0.762 0.3305
N -1.204 3.260 2.317 -0.0586
N 1.616 4.936 0.670 -0.0402
O -2.696 3.905 3.823 -0.6752
H 2.656 5.815 -0.928 0.3047
H 2.657 6.761 0.579 0.3251
C -1.588 4.038 3.328 0.6704
H -5.738 -3.761 -2.514 0.3619
H 1.787 -4.555 -1.362 0.2446
H -6.389 -5.516 -0.878 0.3738
C 0.180 2.022 0.724 -1.8279
C 2.715 -2.085 -1.164 -0.9382
H 2.762 -0.994 -1.114 -0.1258
H -4.724 -6.357 0.764 0.3657
C -5.009 -4.141 -1.804 -0.6343
H 2.477 1.159 1.910 0.4496
C -2.750 -4.116 -0.899 0.0276
H 0.878 3.189 2.372 0.3914
C -0.403 -5.923 -1.433 -1.7348
C -3.705 -3.636 -1.807 -0.3309
H 0.303 4.608 4.172 0.2977
C -5.376 -5.127 -0.884 -0.3780
H 1.197 6.692 -0.426 0.3472
H -3.428 -2.863 -2.517 0.3895
H -1.416 -6.204 -1.732 0.4200
C 1.740 2.136 -1.279 0.1323
H 0.914 2.484 -1.884 0.4869
C -1.096 -2.168 -0.760 0.6595
H -0.041 1.134 1.318 0.6950
C 1.298 -2.562 -1.051 0.1057
C 2.057 6.120 -0.069 -0.9938
H -1.912 2.628 1.976 0.2551
O -1.977 -1.343 -0.544 -0.7622
H -2.414 -5.458 0.759 0.4313
C -3.134 -5.094 0.034 -0.1029
H 3.165 2.222 -2.899 0.4297
C 0.340 4.551 0.810 0.2522
C -0.279 -4.446 -1.148 0.6363
H 5.078 1.446 -1.510 0.4195
H -1.096 5.517 4.778 0.3310
C 1.542 1.836 0.082 0.3440
C 4.098 1.555 -1.068 -0.4859
C 3.016 1.991 -1.854 -0.9771
H 4.733 0.922 0.897 0.4161
O -0.594 5.171 0.310 -0.6772
```

---

For each record above, in turn, the calculated energy above the lowest of the compared OMol25 structures with the same formula, charge and spin values are 2.48 2.02 41.62 kcal/mol.